Record 1
114
Properties=species:S:1:pos:R:3:forces:R:3 method="wB97M-V/def2-TZVPD" homo_ev="0.9 / -6.8" homo_lumo_gap_ha="0.060 / 0.339" total_charge=-1 lumo_energy_ev="2.51 / 2.43" spin_multiplicity=2
C 0.031879 -0.852061 0.075562 -2.60 -0.21 -0.62
O 1.201281 -0.153007 0.226112 1.16 0.08 0.50
H -0.103345 -1.191934 -0.951219 0.07 -0.39 -0.21
H -0.030093 -1.694340 0.764642 0.01 -0.19 -0.06
H -0.844321 -0.233944 0.271296 0.00 0.31 0.15
H 1.697215 -0.909070 0.548624 1.52 0.40 0.40
C -2.120496 2.819437 0.706639 -0.54 0.20 0.69
O -0.946022 3.501332 0.354468 0.35 0.20 0.78
H -2.294700 1.883159 0.176414 -0.03 0.13 -0.17
H -2.128558 2.618645 1.777952 1.00 -0.57 0.20
H -3.010912 3.445155 0.767795 -0.30 0.35 -1.23
H -0.757930 3.598603 -0.581892 -0.40 -0.35 -0.40
C -2.513390 1.887469 4.963461 -0.82 -0.97 -0.16
C -1.934588 0.457545 5.219040 1.42 0.11 -0.75
C -1.722632 -0.258816 3.836925 0.38 1.36 0.95
O -2.902822 -0.832008 3.443185 -1.31 -1.24 -0.72
C -3.010288 -1.021802 2.041413 -0.32 0.40 0.16
N -0.607091 0.538105 5.918491 -1.95 0.87 0.30
H -1.850231 2.571747 4.434234 0.55 0.05 0.62
H -3.029319 2.298460 5.831218 0.73 0.32 0.32
H -3.346024 1.856329 4.260716 -0.17 -0.66 -0.25
H -2.604655 -0.096593 5.876335 -0.27 -0.19 -0.43
H -0.849704 -0.911475 3.848556 -0.10 -0.72 0.30
H -1.436416 0.476669 3.085090 0.17 0.61 -0.06
H -2.802344 -0.069451 1.553673 0.16 0.09 -0.25
H -4.033807 -1.290848 1.780412 -0.06 -0.07 0.32
H -2.355642 -1.789096 1.628125 0.28 -0.07 0.22
H -0.277577 1.440467 5.606632 0.63 -0.59 0.10
H 0.034096 -0.188823 5.634691 -0.03 0.12 -0.28
C 2.133968 4.021532 1.310097 0.55 1.22 0.88
C 2.337863 3.205454 2.611503 -0.49 0.94 -1.16
C 1.000454 2.914502 3.286109 0.78 -0.32 1.39
O 1.134717 2.032837 4.535193 -0.74 -0.09 -2.62
C 1.636782 2.662658 5.679268 1.08 1.80 -1.00
N 3.026133 2.052589 2.102362 -0.11 -0.87 0.89
H 1.627918 3.518068 0.486359 -0.39 -0.22 0.47
H 3.137207 4.228730 0.937691 0.12 0.07 0.00
H 1.676362 4.987316 1.524454 -0.29 0.04 -0.24
H 2.982580 3.744797 3.305441 0.09 0.21 -0.01
H 0.373602 2.469304 2.513479 -0.23 -0.77 0.56
H 0.516199 3.849615 3.567452 -0.03 0.12 0.33
H 1.558443 2.190972 6.658801 -0.64 -0.78 -0.53
H 1.144479 3.634416 5.716830 0.13 0.39 0.54
H 2.700773 2.815952 5.498925 0.30 0.34 0.37
H 2.799606 1.346174 2.787749 0.44 -0.87 -0.01
H 2.486650 1.809077 1.283977 0.14 -0.68 -0.33
C -0.870259 -3.021102 -4.101184 -0.06 -0.09 0.11
C -1.149491 -1.508702 -4.243515 1.56 -1.03 0.29
C -0.181749 -0.801086 -5.287670 -0.24 -0.50 1.68
O -0.415369 0.566167 -5.169364 -0.43 1.75 0.06
C 0.224244 1.398636 -6.134187 -0.75 -0.51 0.02
N -2.488631 -1.375648 -4.710027 -0.75 0.36 -1.06
H -0.110030 -3.360265 -3.397529 0.68 0.57 -0.35
H -0.696498 -3.426410 -5.097988 0.31 -0.21 -0.03
H -1.714168 -3.580740 -3.697790 -0.60 0.44 -0.15
H -1.164246 -1.050498 -3.254609 0.81 0.35 -0.06
H -0.466667 -1.069204 -6.305036 0.16 -0.73 -0.18
H 0.863200 -1.013685 -5.061892 0.23 -0.29 -0.19
H 1.255916 1.596811 -5.843549 0.14 -0.09 -0.31
H -0.318330 2.333584 -6.274130 -0.08 0.17 0.78
H 0.103444 0.962916 -7.125995 0.64 -0.44 -0.19
H -2.467706 -1.965966 -5.529281 -0.75 -0.49 -0.39
H -2.429266 -0.465980 -5.144858 -0.91 0.74 0.01
C 2.951728 -4.709910 0.795642 0.85 -0.20 0.02
C 3.621319 -3.476032 1.407499 -1.33 0.01 -1.82
C 4.189959 -2.420244 0.371402 1.30 -1.93 -0.06
O 4.994219 -3.194861 -0.522884 -0.05 -0.22 -0.59
C 5.266401 -2.594937 -1.810522 0.10 -0.16 2.06
N 2.525728 -2.818345 2.046160 -0.57 1.86 1.86
H 2.038950 -4.518381 0.231494 0.34 0.35 -0.36
H 2.601702 -5.262608 1.667486 0.11 -0.47 0.02
H 3.695610 -5.291807 0.251472 -0.37 -0.17 -0.20
H 4.302864 -3.876859 2.157796 0.80 0.41 -0.38
H 4.845645 -1.677320 0.825538 -0.02 0.20 0.53
H 3.446462 -1.849889 -0.185377 -0.55 -0.40 0.13
H 4.312276 -2.283291 -2.235517 0.21 0.06 -0.51
H 5.839982 -3.326484 -2.379676 -0.42 -0.02 -0.18
H 5.934592 -1.761434 -1.593940 -0.08 0.49 -0.51
H 2.940904 -2.366736 2.848515 -0.11 1.03 0.22
H 1.891801 -3.427486 2.543328 -0.24 -0.69 -0.43
C -1.398643 -4.233656 -0.129707 0.88 1.20 2.17
C -2.632112 -5.068398 0.157101 1.16 1.65 -0.39
C -3.929286 -4.262454 0.521862 0.70 -0.29 0.46
O -5.001729 -5.191035 0.743051 -1.08 0.18 -1.30
C -6.358913 -4.865042 0.258979 0.89 0.06 0.96
N -2.874831 -5.635893 -1.091922 -3.07 -1.59 -2.04
H -1.091640 -3.834426 0.836974 0.60 0.21 0.20
H -1.434531 -3.356557 -0.775854 -0.92 -0.18 -0.26
H -0.552527 -4.802392 -0.515360 -0.20 -0.44 0.11
H -2.413555 -5.832509 0.903060 -0.03 0.23 0.63
H -4.141993 -3.523035 -0.250224 -0.11 -0.27 -0.41
H -3.775623 -3.680761 1.430769 0.12 -0.15 0.28
H -6.453833 -3.993893 -0.389246 0.60 0.22 0.11
H -6.953482 -4.701159 1.157719 -0.13 0.17 -0.03
H -6.843828 -5.671092 -0.291690 0.60 -0.45 0.06
H -3.759796 -6.066174 -0.864365 -0.64 -0.76 -1.22
H -2.302158 -6.357018 -1.506807 0.63 0.13 0.64
C 0.238583 6.338194 -3.718506 0.79 -0.48 -0.34
C 1.153926 5.932148 -2.551290 0.22 -1.51 0.21
C 1.673156 4.423852 -2.634272 0.22 0.34 -1.59
O 0.660799 3.403292 -2.503117 -0.20 1.76 1.17
C 1.133306 2.083075 -2.556342 -0.66 -0.90 0.95
N 2.240125 6.946743 -2.396572 -0.58 -0.34 -1.01
H 0.776452 6.278791 -4.664697 0.55 0.06 0.06
H -0.078249 7.379695 -3.663659 -0.41 -0.15 0.31
H -0.559816 5.619032 -3.901449 -0.39 0.26 0.61
H 0.632192 5.938741 -1.594287 -0.70 -0.16 -0.05
H 2.555197 4.396138 -1.994478 -0.30 -0.64 0.92
H 2.072892 4.087392 -3.590884 0.49 1.13 -0.63
H 1.656423 1.785652 -1.647506 0.71 0.31 -0.04
H 1.672748 1.790700 -3.457238 0.18 0.37 -0.11
H 0.248839 1.451588 -2.472387 -0.19 0.03 -0.48
H 1.741093 7.741858 -2.023937 0.37 0.35 0.07
H 3.000972 6.732554 -1.767813 -0.22 -0.45 0.21

Record 2
120
Properties=species:S:1:pos:R:3:forces:R:3 method="wB97M-V/def2-TZVPD" homo_ev=-9.3 homo_lumo_gap_ha=0.353 total_charge=0 lumo_energy_ev=0.28 spin_multiplicity=1 smiles=COC[C@H](C)N.COC[C@H](C)N.COC[C@H](C)N.OCCO.OCCO.OCCO.OCCO.OCCO.OCCO.CCO
C 11.876622 -6.332784 22.142029 -0.01 1.85 0.71
O 10.582226 -5.625310 22.134493 1.44 -1.75 -1.23
C 9.801259 -6.311378 21.165347 -1.29 -0.34 0.47
C 8.481213 -5.527056 20.971859 -0.04 -0.81 0.06
C 7.582823 -6.236567 19.923374 -0.34 2.02 -0.06
N 8.704618 -4.140908 20.584406 0.79 0.43 -0.18
H 12.390116 -5.870315 23.009555 -0.03 -0.57 -0.52
H 12.504325 -6.135457 21.211065 -1.08 -0.35 0.90
H 11.708189 -7.401587 22.309674 0.15 0.15 -0.13
H 10.318702 -6.447289 20.220596 0.38 0.56 -0.49
H 9.633588 -7.391145 21.447775 -0.21 0.91 0.31
H 7.950550 -5.497760 21.947655 0.25 -0.19 -0.50
H 7.279763 -7.183990 20.288454 -0.18 -1.08 0.15
H 8.009771 -6.303216 18.910468 0.34 -0.18 0.46
H 6.662566 -5.629758 19.763709 0.50 -0.34 0.32
H 9.109626 -4.169579 19.645153 -0.15 0.29 0.24
H 9.431223 -3.705179 21.187233 -0.71 -0.58 -0.48
C 13.310865 -6.820901 17.003735 -0.01 0.39 -0.42
O 12.803156 -6.051384 18.065421 -0.59 0.57 -0.60
C 12.231758 -4.853703 17.511029 1.32 -0.47 0.12
C 11.819062 -3.982988 18.677865 -0.97 -0.96 -0.43
C 11.145578 -2.722204 18.169409 -0.34 -0.20 0.73
N 12.899399 -3.731158 19.615230 1.17 1.82 -1.17
H 14.157884 -6.303191 16.552850 0.87 -0.31 0.44
H 12.666009 -6.815701 16.103442 -0.56 -0.62 0.66
H 13.507374 -7.803839 17.426979 0.24 -0.03 -0.54
H 12.998343 -4.369370 16.873435 -0.29 0.03 0.29
H 11.419264 -5.164662 16.855484 -0.45 0.25 0.05
H 11.080689 -4.618106 19.174206 -0.12 0.25 0.33
H 10.396644 -2.980282 17.423772 -0.16 -0.01 0.00
H 11.838116 -2.045510 17.701188 0.49 0.31 -0.16
H 10.651968 -2.214289 19.005963 0.05 0.07 -0.22
H 13.565895 -3.157897 19.003461 -0.47 -1.15 1.35
H 13.354340 -4.610421 19.863737 0.00 0.26 -0.28
C 18.112308 -2.503932 19.200240 0.18 -1.16 0.32
O 18.293423 -3.289846 18.005078 0.65 0.21 0.91
C 19.696133 -3.459700 17.761216 -0.16 0.55 0.08
C 19.915238 -4.130788 16.362568 -0.95 2.41 1.02
C 19.172427 -5.404086 16.216862 -1.05 -1.17 0.05
N 21.300393 -4.282009 16.066092 1.06 -0.20 0.10
H 17.069856 -2.463234 19.423236 -0.61 0.05 -0.17
H 18.485653 -1.506559 19.082659 0.24 0.65 -0.30
H 18.594040 -2.927835 20.101856 0.18 -0.26 -0.54
H 20.118668 -2.427339 17.725832 0.18 -0.58 -0.05
H 20.144664 -3.952051 18.665469 -0.08 -0.10 -0.91
H 19.435501 -3.373884 15.665532 0.64 -0.82 0.47
H 18.177745 -5.280309 16.669418 0.18 -0.11 -0.22
H 19.607841 -6.323733 16.669131 0.13 0.78 -0.15
H 19.033817 -5.588347 15.155138 -0.02 -0.31 -0.10
H 21.864288 -3.440363 16.227899 -0.47 -0.32 -0.10
H 21.618414 -4.982054 16.730148 0.51 -0.03 -0.23
O 16.223118 -0.431412 19.113326 -1.31 0.94 0.40
C 14.828245 -0.008886 19.004840 0.27 -0.87 0.95
C 14.711906 1.481142 19.325171 -0.13 -1.05 0.09
O 15.415316 1.839935 20.476971 -0.01 -0.82 2.49
H 16.518240 0.051963 19.919991 -0.08 -0.31 -0.72
H 14.422719 -0.260213 18.010070 0.41 0.38 0.26
H 14.215861 -0.626428 19.735847 0.55 0.72 -0.55
H 13.667594 1.721331 19.385086 -0.74 0.31 0.06
H 15.168838 2.067338 18.562150 0.24 0.36 -0.85
H 15.078237 1.400385 21.333239 0.31 0.67 -1.85
O 17.501598 -9.605028 21.589003 0.44 1.20 -0.28
C 18.542876 -8.618272 21.775707 1.28 -1.36 -0.60
C 18.163368 -7.228043 21.404784 -0.71 1.10 0.43
O 17.550166 -7.181468 20.106673 0.41 -0.13 0.24
H 17.134453 -9.428501 20.694671 0.32 -0.14 0.78
H 18.945977 -8.627600 22.819286 -0.75 -0.23 -0.69
H 19.425973 -8.875063 21.120592 -0.72 -0.09 0.50
H 19.098480 -6.613319 21.403404 -0.77 -0.29 0.26
H 17.412620 -6.842654 22.137360 0.63 -0.01 -0.38
H 17.963775 -6.449453 19.645538 -0.17 0.02 -0.29
O 9.588229 -0.730501 23.064944 -0.52 0.42 0.07
C 10.672944 -0.817154 22.190609 1.66 -1.02 -0.28
C 11.511583 -2.026127 22.668615 0.57 0.77 -0.44
O 12.864465 -2.015475 22.152800 -0.39 -0.40 -1.03
H 8.814804 -0.536173 22.529572 -0.16 0.04 0.25
H 10.347586 -1.068770 21.182877 -0.11 0.33 -0.31
H 11.348725 0.064499 22.154019 -0.60 -0.18 0.18
H 11.029386 -2.940331 22.344443 -0.15 -0.35 0.37
H 11.590338 -1.949983 23.757418 -0.06 -0.28 -0.12
H 12.878474 -2.421935 21.232885 -0.31 0.23 1.01
O 13.586386 -5.632991 25.851389 0.13 -0.25 -0.30
C 12.832456 -4.959975 26.836104 1.45 0.68 0.01
C 13.752760 -4.002759 27.638244 1.31 -1.26 -0.45
O 13.136167 -3.354781 28.685943 -0.29 0.23 1.53
H 13.706706 -5.062335 25.064088 -0.15 -0.03 0.47
H 12.052864 -4.399780 26.361346 -0.82 0.48 -0.17
H 12.402840 -5.684183 27.512817 -0.14 -0.25 0.15
H 14.300121 -3.295732 26.982597 -0.39 -0.27 -0.10
H 14.552321 -4.618263 28.137936 -0.68 0.39 -0.65
H 12.437442 -2.767896 28.427734 -0.44 0.34 -0.53
O 14.688244 -2.622787 17.122961 -0.27 1.16 0.46
C 15.535527 -3.442834 16.385444 1.04 -1.23 0.29
C 16.524584 -2.674482 15.508674 -0.82 -0.57 -1.21
O 17.102093 -1.587349 16.151450 0.33 0.57 0.32
H 15.190432 -1.812440 17.263868 0.14 0.25 0.25
H 16.127819 -4.087625 17.084904 -0.61 0.11 -0.54
H 14.840190 -4.002263 15.764123 0.49 -0.63 -0.26
H 15.926104 -2.285306 14.673303 0.29 0.23 0.05
H 17.277843 -3.353205 15.049880 -0.42 0.15 0.42
H 17.777600 -1.923076 16.762936 -0.34 -0.08 0.03
O 16.266923 0.554073 25.591495 0.50 1.08 0.33
C 15.795803 -0.594929 24.939829 -1.39 0.58 0.01
C 14.495288 -0.187214 24.193490 0.78 -1.74 0.41
O 14.649212 0.792587 23.205799 0.27 0.46 -0.39
H 17.222605 0.532111 25.711152 -0.22 -0.12 -0.04
H 16.556079 -0.989479 24.292342 0.23 -0.40 -0.55
H 15.505749 -1.317012 25.705047 0.03 -0.43 -0.19
H 13.774250 0.116745 24.935051 -0.31 0.33 0.42
H 14.095172 -1.090506 23.722112 0.11 0.30 -0.08
H 14.919960 1.597447 23.657075 0.12 0.15 0.04
C 16.049441 -3.841069 22.119595 -0.70 0.52 -0.30
C 15.089437 -4.774529 22.813526 -0.55 -0.10 0.53
O 14.145850 -4.055978 23.583180 -0.93 1.07 -0.25
H 16.961551 -4.350010 21.849367 0.35 0.03 -0.23
H 16.235639 -2.912095 22.679937 0.20 -0.56 0.21
H 15.508793 -3.499023 21.231292 0.42 0.01 -0.29
H 15.513494 -5.434335 23.564373 0.59 -0.21 -0.20
H 14.563133 -5.403268 22.075071 0.28 0.05 0.10
H 13.718755 -3.321777 23.053172 0.38 -0.78 0.38

Taking the records one at a time from the top gives total energy values of -53473.6080, -65403.4004 eV.